Record 1
C28H15Cl4F2N3O4SV as an isolated structure, computed with ωB97M-V with the def2-TZVPD basis set.

Structure (XYZ):
```
58
Properties=species:S:1:pos:R:3
V -0.108 0.598 -0.755
O -1.174 0.725 3.237
C -0.222 0.521 2.477
O -0.240 0.738 1.230
C 1.045 -0.087 3.055
C 1.037 -0.545 4.368
C 2.194 -1.101 4.884
C 3.318 -1.169 4.074
C 3.228 -0.678 2.781
N 2.119 -0.152 2.272
H 0.128 -0.452 4.945
H 2.222 -1.473 5.901
H 4.247 -1.592 4.433
H 4.086 -0.709 2.116
F 2.522 5.482 -1.002
C 2.597 4.132 -0.904
C 1.443 3.379 -0.952
C 1.509 1.990 -0.856
C 2.779 1.387 -0.708
C 3.907 2.198 -0.659
F 5.152 1.665 -0.500
C 3.850 3.571 -0.755
C 2.800 -0.085 -0.600
C 3.933 -0.897 -0.510
C 3.781 -2.267 -0.405
C 2.512 -2.826 -0.396
C 1.435 -1.969 -0.507
N 1.581 -0.651 -0.605
H 0.492 3.890 -1.054
H 4.746 4.173 -0.713
H 4.916 -0.458 -0.524
H 4.658 -2.899 -0.335
H 2.356 -3.892 -0.316
H 0.411 -2.326 -0.512
Cl -3.152 -2.515 -5.940
C -2.727 -2.018 -4.335
C -3.485 -2.427 -3.252
Cl -4.875 -3.437 -3.486
C -3.129 -2.024 -1.957
Cl -4.023 -2.564 -0.573
C -2.035 -1.193 -1.738
O -1.603 -0.815 -0.564
C -1.283 -0.741 -2.864
O -0.230 0.003 -2.589
C -1.614 -1.189 -4.133
Cl -0.633 -0.671 -5.461
S -1.988 2.360 -1.165
C -3.257 1.595 -0.316
N -3.063 1.155 0.946
C -3.982 0.509 1.683
C -5.231 0.284 1.184
C -5.500 0.720 -0.122
C -4.539 1.363 -0.857
H -2.122 1.229 1.345
H -3.636 0.194 2.657
H -5.966 -0.246 1.769
H -6.469 0.527 -0.563
H -4.716 1.678 -1.875
```

Output
**Molecular weight**: 720.26 g mol⁻¹
**⟨S²⟩**: 2.012
**Charge**: -1
**Energy relative to the best compared isomer or geometry (same formula, charge and spin)**: 10.96 kcal per mole
**F_max**: 0.53 eV Å⁻¹
**E_HOMO (alpha / beta)**: -4.41 / -4.57 eV
**HOMO-LUMO gap (alpha / beta)**: 0.2544 / 0.2604 Ha
**Multiplicity**: 3

Table of Mulliken atomic charges, one value per atom, all in e: number 1, V, carries -0.134; number 2, O, carries -0.794; number 3, C, carries 0.339; number 4, O, carries -0.368; number 5, C, carries 0.364; number 6, C, carries -0.700; number 7, C, carries -0.274; number 8, C, carries -0.965; number 9, C, carries -0.029; number 10, N, carries 0.075; number 11, H, carries 0.453; number 12, H, carries 0.405; number 13, H, carries 0.389; number 14, H, carries 0.463; number 15, F, carries -0.367; number 16, C, carries 0.351; number 17, C, carries -0.305; number 18, C, carries 0.682; number 19, C, carries 0.043; number 20, C, carries 0.184; number 21, F, carries -0.362; number 22, C, carries -0.896; number 23, C, carries 0.926; number 24, C, carries -0.962; number 25, C, carries -0.313; number 26, C, carries -0.965; number 27, C, carries -0.361; number 28, N, carries 0.490; number 29, H, carries 0.403; number 30, H, carries 0.481; number 31, H, carries 0.552; number 32, H, carries 0.409; number 33, H, carries 0.436; number 34, H, carries 0.477; number 35, Cl, carries -0.235; number 36, C, carries 0.421; number 37, C, carries 0.185; number 38, Cl, carries -0.244; number 39, C, carries 0.338; number 40, Cl, carries -0.187; number 41, C, carries -0.116; number 42, O, carries -0.787; number 43, C, carries 0.238; number 44, O, carries -0.616; number 45, C, carries -0.040; number 46, Cl, carries -0.235; number 47, S, carries -0.622; number 48, C, carries 0.647; number 49, N, carries 0.259; number 50, C, carries -0.096; number 51, C, carries -0.760; number 52, C, carries -0.164; number 53, C, carries -0.653; number 54, H, carries -0.059; number 55, H, carries 0.409; number 56, H, carries 0.410; number 57, H, carries 0.359; number 58, H, carries 0.422



Record 2
C28H16Cl2F5N4O4STl as an isolated structure in a non-equilibrium geometry, computed with ωB97M-V with the def2-TZVPD basis set.

Structure (XYZ):
```
61
Properties=species:S:1:pos:R:3
Tl 0.041 -0.871 -0.633
Cl -2.275 1.249 5.686
C -1.207 0.958 4.350
C -1.358 -0.205 3.619
C -0.519 -0.468 2.537
N -0.656 -1.531 1.683
C -1.348 -2.624 1.957
O -1.862 -2.987 3.024
C -1.480 -3.535 0.763
C -2.375 -4.601 0.875
C -2.541 -5.460 -0.188
C -1.778 -5.244 -1.329
C -0.920 -4.159 -1.355
N -0.775 -3.314 -0.346
C 0.524 0.454 2.237
C 0.648 1.625 2.974
C -0.223 1.876 4.022
Cl -0.090 3.359 4.911
N 1.345 0.106 1.187
C 2.664 0.087 1.269
O 3.382 0.487 2.189
C 3.319 -0.661 0.131
C 4.680 -0.483 -0.107
C 5.298 -1.255 -1.071
C 4.547 -2.222 -1.722
C 3.205 -2.350 -1.401
N 2.599 -1.575 -0.516
H -2.119 -0.922 3.880
H -2.909 -4.707 1.808
H -3.239 -6.285 -0.136
H -1.860 -5.892 -2.188
H -0.313 -3.960 -2.226
H 1.421 2.334 2.722
H 5.212 0.254 0.474
H 6.347 -1.119 -1.305
H 4.993 -2.862 -2.469
H 2.601 -3.101 -1.885
C -2.802 0.862 0.005
C -2.388 -0.400 -0.677
O -3.157 -1.183 -1.185
H -3.884 1.010 -0.010
H -2.302 1.686 -0.502
H -2.429 0.839 1.026
C -0.755 -1.062 -3.830
C 0.413 -1.597 -3.043
O 1.242 -2.313 -3.562
H -0.717 -1.391 -4.874
H -0.742 0.024 -3.768
H -1.676 -1.408 -3.363
F -0.460 8.047 0.008
C -0.388 6.745 -0.378
C -1.351 6.203 -1.224
F -2.356 6.992 -1.681
C -1.282 4.883 -1.613
F -2.258 4.442 -2.440
C -0.246 4.004 -1.209
S -0.152 2.407 -1.771
C 0.710 4.599 -0.345
F 1.756 3.868 0.080
C 0.644 5.917 0.061
F 1.597 6.430 0.874
```

Output
**Molecular weight**: 874.81 g mol⁻¹
**Charge**: -2
**F_max**: 1.28 eV Å⁻¹
**E_HOMO**: -1.64 eV
**HOMO-LUMO gap**: 0.2167 Ha

Table of Mulliken atomic charges, one value per atom, all in e: number 1, Tl, carries 1.376; number 2, Cl, carries -0.274; number 3, C, carries 0.187; number 4, C, carries -0.497; number 5, C, carries -0.156; number 6, N, carries 0.019; number 7, C, carries 0.052; number 8, O, carries -0.840; number 9, C, carries 0.457; number 10, C, carries -0.710; number 11, C, carries -0.270; number 12, C, carries -1.020; number 13, C, carries -0.061; number 14, N, carries 0.091; number 15, C, carries -0.382; number 16, C, carries -0.484; number 17, C, carries 0.178; number 18, Cl, carries -0.278; number 19, N, carries 0.095; number 20, C, carries 0.100; number 21, O, carries -0.772; number 22, C, carries 0.146; number 23, C, carries -0.610; number 24, C, carries -0.214; number 25, C, carries -0.918; number 26, C, carries -0.072; number 27, N, carries -0.075; number 28, H, carries 0.554; number 29, H, carries 0.458; number 30, H, carries 0.404; number 31, H, carries 0.400; number 32, H, carries 0.452; number 33, H, carries 0.563; number 34, H, carries 0.446; number 35, H, carries 0.382; number 36, H, carries 0.372; number 37, H, carries 0.418; number 38, C, carries -0.915; number 39, C, carries 0.719; number 40, O, carries -0.582; number 41, H, carries 0.394; number 42, H, carries -0.089; number 43, H, carries 0.149; number 44, C, carries -1.256; number 45, C, carries 0.684; number 46, O, carries -0.605; number 47, H, carries 0.406; number 48, H, carries 0.266; number 49, H, carries 0.181; number 50, F, carries -0.340; number 51, C, carries 0.535; number 52, C, carries 0.157; number 53, F, carries -0.326; number 54, C, carries 0.141; number 55, F, carries -0.360; number 56, C, carries 0.210; number 57, S, carries -0.343; number 58, C, carries 0.101; number 59, F, carries -0.352; number 60, C, carries 0.032; number 61, F, carries -0.327



Record 3
C28H18BrIrN3O5 as an isolated structure, computed with ωB97M-V with the def2-TZVPD basis set.

Structure (XYZ):
```
56
Properties=species:S:1:pos:R:3
Ir 0.471 0.172 -0.140
O 1.330 0.440 4.310
C 0.395 -0.458 4.669
C 0.249 -0.710 6.035
C -0.688 -1.616 6.486
C -1.504 -2.294 5.583
C -1.362 -2.049 4.232
C -0.421 -1.137 3.748
C -0.306 -0.899 2.289
O 0.577 -0.015 1.897
N -1.104 -1.548 1.491
N -0.834 -1.245 0.158
C -1.214 -2.080 -0.740
C -0.860 -1.997 -2.142
C -1.274 -3.078 -2.941
C -0.964 -3.179 -4.275
C -0.199 -2.158 -4.857
C 0.219 -1.085 -4.112
C -0.091 -0.951 -2.737
O 0.294 0.146 -2.148
H 1.302 0.507 3.329
H 0.893 -0.172 6.719
H -0.785 -1.797 7.550
H -2.240 -3.004 5.935
H -1.980 -2.561 3.508
H -1.794 -2.931 -0.396
H -1.858 -3.860 -2.467
H -1.295 -4.028 -4.858
H 0.071 -2.215 -5.905
H 0.810 -0.293 -4.553
N -4.567 5.587 0.228
C -3.799 4.730 0.177
C -2.842 3.663 0.113
C -1.993 3.541 -0.987
C -1.076 2.509 -1.042
C -0.957 1.566 -0.008
C -1.829 1.706 1.081
C -2.755 2.733 1.147
H -2.062 4.260 -1.795
H -0.430 2.421 -1.906
H -1.799 1.001 1.901
H -3.417 2.819 2.000
Br 4.911 -2.560 -0.444
C 5.411 -0.743 -0.250
C 6.778 -0.502 -0.172
C 7.254 0.790 -0.041
C 6.364 1.853 0.010
C 5.007 1.608 -0.070
C 4.501 0.312 -0.198
C 3.006 0.183 -0.259
O 2.429 -0.929 -0.275
O 2.323 1.256 -0.280
H 7.461 -1.339 -0.216
H 8.321 0.962 0.021
H 6.726 2.868 0.112
H 4.289 2.415 -0.032
```

Output
**Molecular weight**: 748.59 g mol⁻¹
**Charge**: -1
**Energy relative to the best compared isomer or geometry (same formula, charge and spin)**: 0.00 kcal per mole
**F_max**: 0.53 eV Å⁻¹
**E_HOMO**: -4.91 eV
**HOMO-LUMO gap**: 0.2722 Ha

Table of Mulliken atomic charges, one value per atom, all in e: number 1, Ir, carries 1.028; number 2, O, carries -0.744; number 3, C, carries 0.474; number 4, C, carries -0.669; number 5, C, carries -0.285; number 6, C, carries -0.762; number 7, C, carries -0.435; number 8, C, carries 0.161; number 9, C, carries 0.754; number 10, O, carries -0.947; number 11, N, carries -0.854; number 12, N, carries 0.636; number 13, C, carries -0.313; number 14, C, carries 0.796; number 15, C, carries -0.847; number 16, C, carries -0.711; number 17, C, carries -0.383; number 18, C, carries -0.671; number 19, C, carries 0.570; number 20, O, carries -0.683; number 21, H, carries 0.443; number 22, H, carries 0.432; number 23, H, carries 0.361; number 24, H, carries 0.386; number 25, H, carries 0.447; number 26, H, carries 0.313; number 27, H, carries 0.306; number 28, H, carries 0.378; number 29, H, carries 0.358; number 30, H, carries 0.402; number 31, N, carries -0.598; number 32, C, carries -0.014; number 33, C, carries 0.557; number 34, C, carries -0.904; number 35, C, carries -0.320; number 36, C, carries 0.425; number 37, C, carries 0.263; number 38, C, carries -1.081; number 39, H, carries 0.415; number 40, H, carries 0.411; number 41, H, carries 0.200; number 42, H, carries 0.433; number 43, Br, carries -0.158; number 44, C, carries 0.102; number 45, C, carries -0.537; number 46, C, carries -0.441; number 47, C, carries -0.656; number 48, C, carries -0.382; number 49, C, carries -0.008; number 50, C, carries 1.344; number 51, O, carries -0.696; number 52, O, carries -0.888; number 53, H, carries 0.394; number 54, H, carries 0.361; number 55, H, carries 0.377; number 56, H, carries 0.463